ORCA calculation (the ωB97M-V functional and the def2-TZVPD basis) on the molecule C4H8N2 at a distorted geometry.

## Properties
**SMILES**: CNCCC#N
**ΔE to the lowest compared entry with this formula, charge and spin**: 99.0 kJ/mol
**Multiplicity**: 1

Geometry as XYZ:
```
14
C4H8N2 (the ωB97M-V functional and the def2-TZVPD basis)
C 0.67346 1.13493 2.09579
N 1.44291 0.68223 0.92148
C 0.65620 -0.29339 0.11900
C -0.57647 0.26080 -0.57636
C -1.18673 -0.70936 -1.44223
N -1.62204 -1.57742 -2.12951
H -0.19056 1.63823 1.66912
H 0.23533 0.33993 2.71620
H 1.26226 1.78023 2.74286
H 2.30326 0.15258 1.22724
H 0.27021 -1.16165 0.71559
H 1.35976 -0.70391 -0.70704
H -0.13419 1.10719 -1.18574
H -1.25092 0.75583 0.10084
```

Löwdin atomic charge list, values in e, 5 entries: atom 1 (C): -0.1385, atom 2 (N): -0.1309, atom 3 (C): -0.2733, atom 4 (C): -0.2208, atom 5 (C): -0.2239